[1]
Density functional theory data (ωB97M-V with the def2-TZVPD basis set) for a 2-piece molecular cluster, C6H9N2O2 overall in a non-equilibrium geometry.

CARTESIAN COORDINATES (ANGSTROEM)
C -2.35365 -3.27574 -1.55546
C -1.14112 -2.43167 -1.21603
O -1.24800 -1.19523 -1.24584
O 0.03584 -2.74264 -1.20744
H -2.59970 -3.43301 -2.53106
H -3.18648 -2.78975 -1.07157
H -2.25533 -4.34031 -1.06140
C 2.02980 2.50413 2.53991
C 0.03804 1.93154 -0.34601
C 0.89918 0.73634 1.18815
C 1.32580 2.08569 1.39887
N 0.28901 0.59601 -0.00451
N 0.51488 2.75624 0.54601
H -0.12323 -0.38785 -0.34476
H -0.46845 2.17675 -1.27744
H 1.13696 -0.18534 1.70428
H 2.14736 1.49686 3.06999
H 1.50640 3.33189 3.17049
H 3.12418 2.86621 2.12061

Atomic forces in eV per Å
C 0.632 -2.201 4.842
C 1.635 1.680 -2.470
O -3.812 3.455 0.899
O 2.403 -4.937 0.840
H -0.084 -0.049 -2.928
H -0.465 0.087 0.090
H -0.114 1.882 -0.919
C 3.175 1.343 1.863
C -0.490 -1.928 -0.469
C 2.661 -0.323 0.186
C -5.286 -4.339 -1.814
N -0.984 0.854 0.641
N 1.346 2.398 -1.684
H -0.021 1.993 -0.623
H -0.033 0.078 0.494
H 0.321 0.153 0.244
H 0.349 1.854 0.112
H 1.125 -1.459 -0.973
H -2.358 -0.542 1.669

## Properties
**ΔE to the lowest compared entry with this formula, charge and spin**: 2.809 eV
**2S+1**: 1
**Lowest unoccupied orbital energy**: 3.8077 eV
**Total charge**: -1

***

[2]
Density functional theory data (ωB97M-V with the def2-TZVPD basis set) for C6H9N2O2 as an isolated structure in a non-equilibrium geometry.

CARTESIAN COORDINATES (ANGSTROEM)
C -3.15803 -0.87225 2.42414
C -1.95085 -0.60770 1.54382
O -0.86076 -0.23885 2.12360
O -2.13178 -0.51210 0.32188
H -3.17327 -0.12049 3.22193
H -3.18708 -1.91916 2.71608
H -3.98116 -0.68303 1.72994
C 2.08035 1.37492 -2.75737
C 1.48754 -1.19345 -0.28645
C 1.16204 0.91068 -0.39727
C 1.75666 0.53374 -1.56344
N 0.96098 -0.14346 0.42374
N 2.01789 -0.81546 -1.44295
H 0.16758 -0.11083 1.34407
H 1.43987 -2.25579 -0.10520
H 0.79689 1.86973 -0.06199
H 1.22350 1.29076 -3.42425
H 2.98931 1.08444 -3.29834
H 2.36031 2.40831 -2.51195

Atomic forces in eV per Å
C -0.084 0.259 -0.797
C 0.442 1.953 -1.152
O -0.131 -0.588 1.027
O -0.089 -0.778 0.352
H -0.004 -0.636 0.172
H -0.034 0.090 0.538
H -0.200 -0.157 0.386
C 0.619 -0.100 -0.041
C 0.054 0.804 -0.433
C -0.676 1.341 0.474
C 0.910 -0.534 0.949
N 0.408 -1.273 -0.164
N -0.309 0.028 -0.711
H 0.161 -0.554 -1.073
H -0.128 0.130 0.815
H 0.035 0.184 -0.220
H 0.132 0.525 -0.381
H -0.276 -0.683 0.073
H -0.831 -0.014 0.185

## Properties
**ΔE to the lowest compared entry with this formula, charge and spin**: 0.786 eV
**2S+1**: 1
**Lowest unoccupied orbital energy**: 3.9815 eV
**Total charge**: -1

***

[3]
Density functional theory data (ωB97M-V with the def2-TZVPD basis set) for a 2-piece molecular cluster, C6H9N2O2 overall in a non-equilibrium geometry.

CARTESIAN COORDINATES (ANGSTROEM)
C -1.01388 2.61397 1.19900
C -2.19579 1.61914 1.25530
O -1.96552 0.59839 0.62818
O -3.20003 2.12624 1.80940
H -0.48789 2.28091 0.28761
H -0.52023 2.38826 2.12811
H -1.21317 3.70090 1.12554
C 3.49441 -2.03665 -0.98343
C -0.07209 -1.41317 -1.31479
C 1.54691 -0.28974 -0.17165
C 2.12015 -1.40292 -0.81275
N 0.17340 -0.39153 -0.45222
N 1.08975 -2.04031 -1.61323
H -0.68933 0.17265 -0.14492
H -1.12826 -1.58430 -1.44595
H 1.96546 0.38274 0.60012
H 4.40366 -1.35038 -0.72578
H 3.34378 -2.69283 -1.84786
H 3.53004 -2.61595 -0.04945

Atomic forces in eV per Å
C 0.282 -0.155 -0.893
C -0.729 5.129 0.432
O -0.911 -2.956 -0.703
O -0.202 -1.755 -0.027
H 0.614 0.480 0.670
H 0.995 0.181 0.217
H -0.351 -0.726 0.226
C -0.330 1.267 2.807
C 3.251 0.949 1.742
C -0.485 -1.869 -0.144
C -2.445 0.893 -2.190
N -0.044 0.512 -0.414
N -0.141 0.570 1.311
H 1.026 -0.096 0.721
H 0.166 -0.640 -0.891
H -0.524 -0.400 -0.821
H -1.520 -0.942 -1.685
H 1.109 0.372 0.084
H 0.237 -0.813 -0.440

## Properties
**ΔE to the lowest compared entry with this formula, charge and spin**: 1.706 eV
**2S+1**: 1
**Lowest unoccupied orbital energy**: 3.5032 eV
**Total charge**: -1

***

[4]
Density functional theory data (ωB97M-V with the def2-TZVPD basis set) for a 2-piece molecular cluster, C6H9N2O2 overall in a non-equilibrium geometry.

CARTESIAN COORDINATES (ANGSTROEM)
C -3.10788 -1.10893 2.54695
C -1.86335 -1.09565 1.48434
O -0.70649 -1.14600 1.92801
O -2.13431 -0.90806 0.26810
H -3.53435 -2.03030 2.29405
H -3.77416 -0.31739 2.20749
H -2.86212 -1.03494 3.59260
C 3.46482 1.27459 -0.93339
C 1.34440 0.03969 -0.20693
C 2.03540 1.06473 -1.00835
C 0.06378 0.85434 -1.92203
N 0.05667 0.03153 -0.71551
N 1.32753 1.36007 -2.17696
H 1.72999 -0.69763 0.48471
H -0.89749 -0.43215 -0.24339
H 3.92132 0.92958 -1.83924
H 3.95596 0.81137 -0.11290
H -0.75063 0.91096 -2.66126
H 3.62544 2.37913 -0.80706

Atomic forces in eV per Å
C 1.684 0.971 -2.347
C 0.355 1.102 2.143
O -0.351 -0.500 0.419
O -1.007 -0.240 -0.252
H -1.145 -1.498 0.073
H -0.123 0.012 0.216
H 0.407 0.017 0.143
C 0.733 2.379 -0.174
C -0.482 3.448 -2.976
C -2.218 -4.571 0.113
C 2.662 -1.408 1.873
N -0.137 1.124 -2.372
N -2.589 -0.344 2.827
H -0.369 0.548 0.386
H 1.145 0.333 -0.868
H 0.558 0.048 -0.623
H 0.153 -0.585 0.859
H 0.344 -0.080 0.886
H 0.380 -0.756 -0.327

## Properties
**ΔE to the lowest compared entry with this formula, charge and spin**: 1.576 eV
**2S+1**: 1
**Lowest unoccupied orbital energy**: 3.9982 eV
**Total charge**: -1

***

[5]
Density functional theory data (ωB97M-V with the def2-TZVPD basis set) for a 2-piece molecular cluster, C6H9N2O2 overall in a non-equilibrium geometry.

CARTESIAN COORDINATES (ANGSTROEM)
C 2.92962 0.19787 0.01696
C 2.70750 1.52924 0.07557
C 1.70769 -0.57718 0.11503
C 0.90505 0.48643 0.20780
C -2.07915 0.90050 0.12656
C 1.55318 -2.06273 -0.00163
N -2.81920 1.91350 0.43102
N -2.44017 -0.25582 -0.24834
O 1.39159 1.70872 0.10190
O -3.90518 -0.55108 -0.45766
H 3.88432 -0.24685 -0.00334
H 3.38894 2.29341 -0.01733
H 2.62080 -2.51718 0.17090
H 0.70312 -2.48641 0.72133
H 1.29872 -2.41351 -0.98301
H -2.34343 2.74086 0.70868
H -3.79045 1.92164 0.47307
H -1.86260 -1.07478 -0.67668
H -3.85037 -1.50663 -0.76083

Atomic forces in eV per Å
C 0.631 -0.128 0.445
C 0.461 -2.930 -0.650
C -0.219 0.338 -0.607
C -1.873 0.633 -0.148
C 1.283 -0.492 -0.237
C 0.471 -1.219 2.183
N 2.061 0.250 0.136
N -1.045 -3.824 -1.869
O -2.218 0.599 0.626
O 2.217 -0.777 -0.094
H 0.925 -0.517 -0.062
H 0.868 1.904 0.002
H -2.283 0.560 0.199
H 2.245 0.847 -1.297
H -0.251 0.246 -0.690
H 0.203 0.702 0.254
H -2.087 -0.301 -0.070
H -0.940 2.630 1.364
H -0.449 1.479 0.516

## Properties
**ΔE to the lowest compared entry with this formula, charge and spin**: 8.746 eV
**2S+1**: 1
**Lowest unoccupied orbital energy (spin up / spin down)**: -5.2520 / -6.9221 eV
**Total charge**: +1

***

[6]
Density functional theory data (ωB97M-V with the def2-TZVPD basis set) for an isolated ion of composition C6H9N2O2 and charge +1 in a non-equilibrium geometry.

CARTESIAN COORDINATES (ANGSTROEM)
C -0.54213 0.93680 -0.08829
C -0.82237 -0.42724 -0.04535
C 0.82835 1.04370 -0.11647
C 0.45038 -1.18871 -0.04299
C -2.18484 -0.47882 0.12671
C 2.84386 -0.44373 0.03172
N 1.35979 -0.23194 -0.04870
N -3.06969 0.46276 -0.08942
O 1.65764 2.09834 -0.16477
O 0.63318 -2.51682 0.07190
H -2.54571 -1.50855 0.33742
H 3.26550 0.41680 -0.69192
H 3.21605 -0.29596 1.10590
H 2.95480 -1.35159 -0.35970
H -2.68734 1.44407 -0.07518
H -1.17841 1.72325 0.14944
H -3.99704 0.21374 0.21438
H 1.31479 2.81276 -0.60263
H -0.10858 -2.95710 -0.37570

Atomic forces in eV per Å
C 5.251 1.110 -0.433
C -0.217 0.334 0.182
C -2.132 0.830 0.010
C -3.853 1.068 0.781
C 0.010 -5.196 -0.439
C -0.512 5.873 0.598
N 2.758 -0.575 0.099
N 0.629 1.149 0.885
O 1.873 -3.453 2.038
O 0.399 1.165 -0.505
H -0.619 0.890 -0.052
H -0.565 -2.223 1.855
H -0.572 -0.343 -1.720
H 1.240 -3.715 -1.311
H -1.663 -1.535 -0.343
H -0.396 1.261 -0.025
H -0.272 0.679 -0.114
H -1.608 2.718 -1.739
H 0.251 -0.037 0.231

## Properties
**ΔE to the lowest compared entry with this formula, charge and spin**: 2.665 eV
**SMILES**: Cn1c(O)cc(C=[NH2+])c1O
**2S+1**: 1
**Lowest unoccupied orbital energy**: -4.1845 eV
**Total charge**: +1

***

[7]
Density functional theory data (ωB97M-V with the def2-TZVPD basis set) for an isolated ion of composition C6H9N2OS and charge +1 in a non-equilibrium geometry.

CARTESIAN COORDINATES (ANGSTROEM)
C 2.86020 -0.71474 0.30156
C 3.10348 0.59317 0.01963
C 0.77790 -0.14251 -0.46393
C -1.14603 1.27709 -0.92943
C -1.13614 1.39948 1.33487
C -0.60254 -0.14343 -0.48203
N 1.54903 -1.10914 0.08996
N -1.45591 -1.18490 -0.74852
O -0.92547 2.09108 0.18607
S 1.65982 1.41898 -0.56549
H 3.53346 -1.39862 0.80206
H 3.95465 1.05426 0.36024
H -0.46875 1.60205 -1.77842
H -2.13054 1.26759 -1.36631
H -1.84567 0.60015 1.39872
H -0.48994 1.91243 2.02048
H -1.12980 -2.00075 -0.33541
H 0.99607 -1.96603 0.07507
H -2.43442 -1.01790 -0.41460

Atomic forces in eV per Å
C -0.138 -0.179 0.484
C -2.820 -1.797 -0.191
C 0.964 1.800 1.549
C 1.918 -1.364 -1.112
C 1.389 1.083 -1.431
C -1.699 2.421 -2.210
N -0.865 0.641 -1.546
N -1.145 1.357 0.791
O -1.019 0.129 0.070
S 0.751 -2.055 0.131
H 0.019 0.061 -0.258
H 1.848 1.288 0.195
H -0.842 0.111 0.876
H -0.714 -0.083 0.445
H -0.342 0.106 0.375
H -0.490 -0.587 1.337
H 0.351 -2.286 0.493
H 1.693 -0.538 0.673
H 1.139 -0.109 -0.670

## Properties
**ΔE to the lowest compared entry with this formula, charge and spin**: 2.760 eV
**2S+1**: 1
**Lowest unoccupied orbital energy (spin up / spin down)**: -3.8329 / -5.4728 eV
**Total charge**: +1

***

[8]
Density functional theory data (ωB97M-V with the def2-TZVPD basis set) for an isolated ion of composition C6H9N2OS and charge +1 in a non-equilibrium geometry.

CARTESIAN COORDINATES (ANGSTROEM)
C 0.16479 -0.43345 2.09070
C -0.94554 -0.85082 1.56624
C 1.25094 0.20642 1.44459
C -1.70892 -0.78031 0.25264
C 0.62249 0.16405 -0.62834
C -0.84062 -0.26002 -0.83790
N 2.34855 0.62353 1.77359
N 1.16813 1.13587 -1.63828
O -1.43541 0.34598 -1.94914
S 0.55927 -1.54551 -1.30621
H 0.39588 -0.74582 3.10296
H -1.61747 -1.30877 2.19831
H -2.28446 -1.62581 0.09149
H -2.44844 0.03025 0.32854
H 3.12592 1.02178 1.44142
H 1.28443 2.11457 -1.33462
H 0.66365 1.20061 -2.47551
H 2.08886 0.79457 -2.07353
H -2.39204 -0.08712 -2.04696

Atomic forces in eV per Å
C 1.440 -0.206 0.834
C -2.560 -0.130 -2.020
C 2.011 1.310 -2.771
C 2.143 3.862 0.901
C -1.131 -1.408 1.929
C 2.536 -0.470 -2.429
N -5.111 -2.409 1.835
N 2.668 -0.110 0.160
O -2.896 -1.755 0.854
S -0.341 1.301 0.348
H -0.066 0.278 0.146
H -0.950 -1.201 1.946
H -0.566 -1.990 -0.688
H -0.148 -0.012 0.638
H 3.159 1.672 -1.917
H 0.044 -0.484 0.384
H -2.100 -0.135 -1.605
H -1.134 0.431 1.465
H 3.001 1.457 -0.011

## Properties
**ΔE to the lowest compared entry with this formula, charge and spin**: 3.114 eV
**2S+1**: 1
**Lowest unoccupied orbital energy**: -3.4941 eV
**Total charge**: +1